{"formula": "H16O8", "method": "ωB97M-V with the def2-TZVPD basis set", "homo_ev": -10.88, "multiplicity": 1, "smiles": "O.O.O.O.O.O.O.O", "e_lumo_ev": -0.37, "relative_energy_kcal_mol": 69.1, "symbols": ["H", "O", "H", "O", "H", "H", "H", "O", "H", "H", "O", "H", "H", "O", "H", "H", "H", "H", "O", "O", "H", "O", "H", "H"], "positions_angstrom": [[-2.342238, -0.421690, 0.742229], [0.038435, 1.242968, 1.240241], [2.985471, 3.692957, -0.845350], [2.347776, 3.559331, -0.135083], [2.156840, 2.615095, -0.165921], [3.774499, 0.208669, -0.828121], [3.828112, -1.297781, -0.633757], [4.372132, -0.504248, -0.575980], [0.825021, -1.615477, 1.041586], [-2.160294, -0.652966, -0.748894], [1.670032, -1.941092, 1.371619], [-4.603827, 1.405840, -0.836068], [-4.051562, 2.286799, 0.272515], [-0.796779, 0.576422, -1.134528], [-0.054971, -2.638634, -1.091589], [-0.084452, 0.293571, -0.550083], [-1.082522, -3.736924, -1.310534], [-0.113879, 0.554574, 1.897435], [-2.557343, -1.043394, 0.037812], [-4.491094, 1.442597, 0.120451], [-0.340334, 0.939195, -1.902020], [-0.508745, -3.356578, -0.635919], [-0.760682, 1.233737, 0.701431], [1.429504, -2.675018, 1.948237]], "forces_ev_per_angstrom": [[-0.40, -0.05, -0.14], [0.04, -0.39, 0.19], [-0.01, 0.09, 0.09], [0.06, -0.15, -0.28], [-0.09, 0.08, 0.25], [0.14, -0.07, 0.09], [0.04, -0.02, 0.18], [-0.17, 0.07, -0.21], [-0.01, -0.20, 0.06], [-0.07, 0.05, 0.12], [-0.08, 0.18, -0.02], [0.00, -0.12, 0.10], [-0.10, -0.02, 0.02], [0.30, 0.03, -0.88], [-0.04, -0.12, 0.03], [0.21, -0.03, 0.03], [-0.05, 0.04, 0.15], [0.19, 0.14, 0.25], [0.02, -0.29, 0.25], [0.11, 0.25, -0.05], [-0.17, 0.10, -0.06], [0.21, -0.01, -0.20], [-0.15, 0.48, 0.13], [0.02, -0.02, -0.13]]}

{"formula": "H16O8", "method": "ωB97M-V with the def2-TZVPD basis set", "homo_ev": -10.01, "multiplicity": 1, "smiles": "O.O.O.O.O.O.O.O", "e_lumo_ev": -0.24, "relative_energy_kcal_mol": 91.6, "symbols": ["H", "H", "H", "H", "O", "H", "H", "H", "O", "H", "H", "H", "O", "H", "H", "O", "H", "O", "O", "H", "O", "O", "H", "H"], "positions_angstrom": [[2.181380, -1.179400, 1.556220], [-2.844973, 0.849924, -1.410858], [1.128146, 0.582400, -0.718897], [-0.017220, -0.426437, -0.817638], [-2.244367, -1.913224, 2.129283], [-1.887099, -1.071676, 2.426186], [1.793017, 3.164596, 2.219826], [1.783896, 0.673387, -2.196089], [-2.005028, 2.096828, 0.132374], [-1.562342, 2.867279, 0.236141], [0.906671, -3.516333, 1.078781], [2.699332, 0.225410, 1.366083], [0.501377, 0.250513, -1.265680], [-3.503230, -0.339187, -2.291953], [2.243547, -2.849093, 0.858349], [1.743817, -3.705108, 0.667879], [0.458499, 2.838195, 2.548976], [1.198327, 2.535768, 1.955229], [2.207517, 0.441095, -3.097802], [1.509399, 0.343705, -3.737535], [-3.685463, 0.485501, -1.886093], [2.426660, -0.486613, 0.845424], [-3.124385, -1.990125, 2.552949], [-2.907358, 2.189262, 0.484547]], "forces_ev_per_angstrom": [[0.49, 1.86, -1.69], [-1.99, -1.23, -1.46], [2.56, 1.09, 3.58], [0.43, 0.19, 0.18], [-0.66, -0.17, 0.32], [-0.09, 0.06, 0.02], [3.12, 2.43, 0.60], [0.80, -1.01, -3.38], [-2.75, -4.14, -0.29], [2.02, 3.81, 0.46], [-0.81, -0.17, 0.20], [0.73, 2.05, 1.29], [-4.01, -1.29, -2.36], [0.67, -1.10, -0.41], [-0.66, -1.96, -0.82], [1.47, 1.94, 0.45], [0.53, -0.99, -1.04], [-3.59, -1.48, 0.42], [0.71, 0.92, 1.79], [-0.57, 0.04, 0.10], [1.44, 2.43, 1.92], [-1.27, -3.62, 0.68], [0.81, 0.12, -0.38], [0.61, 0.21, -0.20]]}

{"formula": "H16O8", "method": "ωB97M-V with the def2-TZVPD basis set", "homo_ev": -10.60, "multiplicity": 1, "smiles": "O.O.O.O.O.O.O.O", "e_lumo_ev": -0.15, "relative_energy_kcal_mol": 52.8, "symbols": ["O", "H", "H", "H", "H", "H", "O", "O", "H", "H", "H", "H", "H", "O", "H", "H", "H", "O", "H", "O", "H", "O", "O", "H"], "positions_angstrom": [[0.141125, 2.513958, 2.455667], [-0.064875, -2.177042, -2.966333], [-1.191875, -1.034042, -0.226333], [1.161125, -3.053042, -2.686333], [-0.632875, -1.107042, 2.560667], [0.597125, -1.109042, 1.795667], [0.361125, -2.990042, -3.223333], [0.178125, -1.571042, 2.521667], [-1.668875, 2.526958, 0.534667], [3.377125, 0.873958, 2.155667], [0.487125, -0.280042, -0.781333], [-2.622875, -1.584042, -0.249333], [0.905125, 1.973958, 2.217667], [-1.512875, 2.257958, -0.349333], [-1.118875, 0.098958, -2.636333], [2.411125, 0.744958, 1.025667], [-0.231875, 0.667958, 0.156667], [0.309125, -0.106042, 0.144667], [-0.702875, 2.648958, -0.685333], [2.419125, 0.990958, 1.917667], [-0.455875, 1.986958, 3.009667], [-1.711875, -1.833042, -0.256333], [-0.345875, -0.405042, -2.795333], [-0.085875, -0.036042, -3.640333]], "forces_ev_per_angstrom": [[-0.92, 0.25, -0.10], [-0.29, 0.39, 0.31], [0.19, 0.24, 0.33], [-0.29, -0.01, -0.09], [-1.55, 0.41, 0.27], [0.40, -0.06, -0.32], [0.66, -0.80, -0.27], [1.13, -0.55, 0.34], [0.26, 0.74, 1.37], [-1.47, 0.32, 0.03], [0.11, -0.05, -0.52], [-0.86, 0.25, -0.01], [0.17, -0.29, 0.38], [-0.02, -1.16, -1.77], [-1.61, 0.56, 0.76], [-0.42, -0.70, -2.24], [-0.76, 1.30, 0.01], [1.05, -0.55, 0.05], [-0.03, 0.41, 0.44], [1.92, 0.29, 2.11], [0.62, 0.07, -0.20], [0.15, -0.91, -0.24], [0.95, 0.06, -0.24], [0.59, -0.19, -0.42]]}

| no. | molecular weight (Da) | energy (Ha) |
| --- | --- | --- |
| 1 | 144.1 | -611.47255 |
| 2 | 144.1 | -611.43669 |
| 3 | 144.1 | -611.49847 |